Record 1
Formula: C41H57BInN6O3
Source: the Open Molecules 2025 dataset
Level of theory: ωB97M-V/def2-TZVPD

Values from the calculation:
Charge: +1
Total energy (Ha): -2365.68555
LUMO (eV): -2.118
Relative energy (zero: lowest compared OMol25 entry of this formula, charge and spin) (eV): 0.000
E_HOMO (eV): -11.4475
Max |F| (eV Å⁻¹): 3.19

Last column: Löwdin charge in e.
Geometry (Å):
In: -0.749 0.427 -0.033  1.049
C: -0.276 3.929 2.917  -0.032
C: -1.315 2.788 2.930  -0.348
C: -2.415 3.040 3.951  -0.054
C: -0.548 1.522 3.063  -0.230
C: 0.262 1.163 4.123  0.060
C: 0.825 -0.082 3.809  -0.127
C: 1.721 -0.955 4.676  -0.377
C: 2.411 -0.034 5.630  -0.072
C: 0.943 -2.049 5.372  -0.042
N: 0.320 -0.428 2.592  0.048
N: -0.528 0.554 2.109  0.052
B: 0.698 -1.634 1.758  -0.485
N: 1.771 -1.119 0.713  0.074
N: 1.389 -0.049 -0.013  0.031
C: 2.418 0.437 -0.705  -0.237
C: 3.470 -0.410 -0.448  0.055
C: 3.049 -1.366 0.465  -0.173
C: 3.858 -2.577 0.928  -0.317
C: 5.162 -2.076 1.571  -0.048
C: 4.118 -3.477 -0.324  -0.043
C: 2.306 1.684 -1.460  -0.356
C: 1.876 2.786 -0.475  -0.008
C: 3.511 1.978 -2.295  -0.046
N: -0.485 -2.330 1.033  0.087
N: -1.376 -1.630 0.206  0.044
C: -2.294 -2.498 -0.175  -0.240
C: -2.021 -3.763 0.263  0.055
C: -0.855 -3.619 1.032  -0.174
C: -0.078 -4.723 1.705  -0.315
C: -1.088 -5.469 2.696  -0.035
C: 0.699 -5.676 0.758  -0.020
C: -3.589 -2.112 -0.951  -0.276
C: -4.164 -3.294 -1.732  -0.080
C: -3.429 -0.871 -1.957  -0.041
H: -0.748 4.858 2.688  0.079
H: 0.505 3.771 2.255  0.044
H: 0.184 4.160 3.877  0.092
H: -1.842 2.726 1.971  0.118
H: -2.044 3.203 4.966  0.078
H: -3.182 2.263 4.134  0.092
H: -2.894 3.989 3.648  0.094
H: 0.415 1.762 4.976  0.113
H: 2.535 -1.360 4.085  0.128
H: 1.716 0.496 6.241  0.071
H: 2.891 0.794 5.083  0.103
H: 3.133 -0.567 6.204  0.084
H: 0.174 -1.566 6.032  0.109
H: 1.597 -2.658 5.953  0.072
H: 0.342 -2.748 4.690  0.097
H: 1.221 -2.374 2.474  0.103
H: 4.383 -0.317 -0.969  0.113
H: 3.279 -3.154 1.637  0.119
H: 5.815 -1.537 0.828  0.103
H: 5.721 -2.931 1.812  0.060
H: 4.964 -1.418 2.406  0.077
H: 4.626 -2.895 -1.090  0.078
H: 3.163 -3.807 -0.733  0.061
H: 4.679 -4.407 -0.155  0.089
H: 1.499 1.580 -2.188  0.101
H: 2.657 2.930 0.236  0.088
H: 0.902 2.645 0.079  0.070
H: 1.715 3.688 -1.044  0.077
H: 4.369 2.079 -1.673  0.083
H: 3.459 2.942 -2.791  0.077
H: 3.720 1.326 -3.088  0.080
H: -2.627 -4.663 0.080  0.133
H: 0.537 -4.164 2.359  0.077
H: -1.897 -6.023 2.169  0.088
H: -1.576 -4.793 3.362  0.062
H: -0.542 -6.119 3.375  0.075
H: -0.013 -6.146 0.122  0.067
H: 1.271 -6.404 1.362  0.094
H: 1.401 -5.083 0.122  0.075
H: -4.280 -1.871 -0.170  0.133
H: -3.497 -3.725 -2.473  0.088
H: -5.078 -3.048 -2.329  0.100
H: -4.411 -4.103 -1.070  0.063
H: -2.639 -1.044 -2.682  0.066
H: -3.289 0.140 -1.518  0.060
H: -4.383 -0.772 -2.525  0.100
O: -0.755 1.012 -2.369  -0.088
C: -1.462 2.295 -2.678  -0.241
C: -2.100 2.779 -1.350  -0.533
O: -2.681 3.865 -1.250  0.076
O: -2.063 1.972 -0.353  -0.072
C: -2.581 1.923 -3.638  -0.150
C: -3.806 2.574 -3.552  0.005
C: -4.809 2.422 -4.512  -0.049
C: -4.627 1.538 -5.551  -0.081
C: -3.446 0.837 -5.644  -0.075
C: -2.454 1.023 -4.708  -0.049
C: -0.441 3.199 -3.325  -0.121
C: 0.533 2.691 -4.170  -0.045
C: 1.542 3.484 -4.709  -0.080
C: 1.635 4.809 -4.350  -0.091
C: 0.718 5.346 -3.487  -0.071
C: -0.293 4.564 -2.968  0.000
H: -1.188 0.329 -2.918  0.075
H: -3.982 3.308 -2.733  0.127
H: -5.719 2.967 -4.523  0.102
H: -5.511 1.365 -6.192  0.123
H: -3.376 0.074 -6.416  0.115
H: -1.492 0.472 -4.848  0.127
H: 0.486 1.595 -4.372  0.128
H: 2.210 3.055 -5.458  0.119
H: 2.335 5.405 -4.919  0.113
H: 0.752 6.415 -3.237  0.122
H: -0.950 4.964 -2.233  0.101

=====

Record 2
Formula: C41H57Cl2N2O4Sr
Source: the Open Molecules 2025 dataset
Level of theory: ωB97M-V/def2-TZVPD

Values from the calculation:
Charge: -1
Total energy (Ha): -2958.28171
LUMO (eV): 2.347
Relative energy (zero: lowest compared OMol25 entry of this formula, charge and spin) (eV): 1.843
E_HOMO (eV): -4.6195
Max |F| (eV Å⁻¹): 2.97

Last column: Löwdin charge in e.
Geometry (Å):
Sr: 0.536 1.477 0.146  1.637
C: -0.658 0.145 -2.756  -0.079
N: 0.448 -0.029 -1.829  -0.356
C: 1.702 0.088 -2.558  -0.081
C: 0.392 -1.340 -1.189  -0.176
C: -0.652 -1.446 -0.079  -0.135
N: -0.438 -0.503 1.009  -0.273
C: -1.696 -0.163 1.677  -0.145
C: -2.800 0.198 0.739  -0.164
C: -3.940 -0.582 0.715  -0.008
C: -5.005 -0.285 -0.119  -0.187
C: -4.900 0.895 -0.861  0.008
C: -3.791 1.724 -0.841  -0.091
C: -2.644 1.341 -0.082  -0.344
O: -1.518 1.968 -0.099  -0.319
C: -3.781 3.074 -1.553  -0.532
C: -2.653 3.133 -2.591  -0.046
C: -3.535 4.161 -0.496  -0.040
C: -5.104 3.399 -2.259  -0.073
C: -6.247 -1.163 -0.195  -0.562
C: -7.458 -0.382 0.333  -0.053
C: -6.511 -1.606 -1.642  -0.055
C: -6.104 -2.435 0.651  -0.076
C: 0.442 -1.038 2.044  -0.148
C: 1.718 -1.629 1.545  -0.162
C: 1.932 -2.980 1.706  -0.005
C: 3.103 -3.585 1.273  -0.184
C: 4.073 -2.733 0.756  -0.006
C: 3.918 -1.362 0.601  -0.089
C: 2.664 -0.767 0.925  -0.351
O: 2.325 0.446 0.671  -0.312
C: 5.137 -0.575 0.118  -0.532
C: 5.551 -1.035 -1.290  -0.044
C: 4.928 0.942 0.078  -0.056
C: 6.300 -0.837 1.094  -0.054
C: 3.341 -5.085 1.385  -0.560
C: 2.113 -5.824 1.931  -0.075
C: 4.514 -5.351 2.339  -0.052
C: 3.660 -5.679 0.005  -0.053
H: -0.679 -0.656 -3.515  0.095
H: -0.553 1.103 -3.262  0.088
H: -1.603 0.151 -2.223  0.081
H: 1.784 -0.675 -3.349  0.098
H: 2.527 -0.033 -1.863  0.064
H: 1.773 1.079 -3.009  0.098
H: 1.373 -1.548 -0.768  0.104
H: 0.178 -2.124 -1.938  0.132
H: -0.643 -2.486 0.287  0.137
H: -1.636 -1.242 -0.511  0.116
H: -1.487 0.688 2.336  0.133
H: -2.027 -1.008 2.308  0.124
H: -3.960 -1.436 1.377  0.101
H: -5.743 1.171 -1.473  0.091
H: -1.702 2.956 -2.097  0.066
H: -2.624 4.118 -3.055  0.081
H: -2.805 2.387 -3.369  0.082
H: -2.573 3.995 -0.018  0.075
H: -4.319 4.133 0.261  0.088
H: -3.531 5.145 -0.964  0.078
H: -5.312 2.698 -3.066  0.079
H: -5.043 4.399 -2.687  0.078
H: -5.934 3.384 -1.555  0.079
H: -7.635 0.512 -0.259  0.074
H: -7.281 -0.077 1.363  0.086
H: -8.356 -1.001 0.301  0.076
H: -6.668 -0.753 -2.297  0.072
H: -7.399 -2.238 -1.688  0.076
H: -5.665 -2.176 -2.023  0.086
H: -5.997 -2.189 1.704  0.079
H: -5.239 -3.013 0.336  0.083
H: -6.990 -3.061 0.540  0.078
H: -0.100 -1.810 2.620  0.124
H: 0.670 -0.212 2.727  0.135
H: 1.150 -3.553 2.186  0.100
H: 5.018 -3.169 0.463  0.097
H: 4.770 -0.804 -2.011  0.073
H: 5.736 -2.106 -1.322  0.071
H: 6.462 -0.522 -1.597  0.079
H: 4.171 1.225 -0.647  0.074
H: 5.867 1.429 -0.190  0.081
H: 4.609 1.309 1.049  0.089
H: 6.595 -1.884 1.102  0.068
H: 6.002 -0.559 2.102  0.089
H: 7.167 -0.241 0.810  0.076
H: 1.881 -5.497 2.941  0.080
H: 2.301 -6.897 1.959  0.078
H: 1.245 -5.650 1.300  0.082
H: 4.291 -4.947 3.324  0.086
H: 5.423 -4.878 1.978  0.073
H: 4.697 -6.422 2.433  0.076
H: 2.836 -5.500 -0.683  0.086
H: 3.819 -6.755 0.081  0.076
H: 4.557 -5.234 -0.418  0.072
Cl: 3.024 8.495 1.798  0.623
C: 2.530 6.964 1.150  -0.695
C: 2.727 6.711 -0.215  -0.134
C: 2.337 5.505 -0.720  -0.587
Cl: 2.563 5.161 -2.390  0.696
C: 1.728 4.454 0.060  -0.398
O: 1.389 3.370 -0.467  -0.249
C: 1.557 4.777 1.454  -0.120
C: 0.972 3.833 2.354  -0.199
O: 0.566 2.705 2.115  -0.102
C: 1.961 6.026 1.965  -0.080
H: 3.177 7.454 -0.858  0.102
H: 0.895 4.212 3.400  0.129
H: 1.814 6.231 3.016  0.107

=====

Record 3
Formula: C41H57FeN4OS2Sb
Source: the Open Molecules 2025 dataset
Level of theory: ωB97M-V/def2-TZVPD

Values from the calculation:
Charge: +2
Total energy (Ha): -4190.65977
2S+1: 5
LUMO (spin up / spin down) (eV): -6.030 / -6.141
Relative energy (zero: lowest compared OMol25 entry of this formula, charge and spin) (eV): 0.000
E_HOMO (spin up / spin down) (eV): -12.9679 / -13.4540
Max |F| (eV Å⁻¹): 0.74
Expectation value of S²: 6.017

Last column: Löwdin spin population.
Geometry (Å):
Fe: 0.071 -0.254 0.962  3.654
S: -0.941 -1.315 -0.888  0.027
C: -2.324 -2.032 -0.241  0.010
N: -2.948 -3.007 -0.851  0.018
C: -4.046 -3.715 -0.175  0.001
C: -4.949 -2.712 0.462  0.002
N: -4.153 -1.869 1.369  0.019
C: -4.870 -1.467 2.599  0.004
C: -5.005 -2.643 3.536  0.001
C: -6.264 -3.044 3.961  0.000
C: -6.400 -4.119 4.832  0.000
C: -5.275 -4.802 5.268  0.000
C: -4.013 -4.408 4.837  0.000
C: -3.876 -3.331 3.976  0.001
C: -2.916 -1.541 1.103  0.012
S: -2.006 -0.544 2.112  0.041
C: -2.646 -3.452 -2.239  0.003
C: -3.853 -3.262 -3.116  0.001
C: -4.650 -4.341 -3.480  0.000
C: -5.772 -4.144 -4.275  0.000
C: -6.100 -2.866 -4.704  0.000
C: -5.299 -1.785 -4.351  0.000
C: -4.180 -1.983 -3.558  0.000
H: -3.624 -4.387 0.576  0.001
H: -4.585 -4.300 -0.914  0.000
H: -5.706 -3.216 1.059  0.000
H: -5.442 -2.081 -0.282  0.001
H: -5.856 -1.120 2.289  0.000
H: -4.339 -0.636 3.053  0.002
H: -7.146 -2.510 3.623  0.000
H: -7.384 -4.425 5.161  0.000
H: -5.380 -5.637 5.948  0.000
H: -3.135 -4.943 5.175  0.000
H: -2.887 -3.017 3.658  0.000
H: -2.345 -4.500 -2.197  0.000
H: -1.806 -2.869 -2.595  0.001
H: -4.384 -5.345 -3.163  0.000
H: -6.382 -4.989 -4.565  0.000
H: -6.974 -2.712 -5.322  0.000
H: -5.541 -0.792 -4.705  0.000
H: -3.547 -1.141 -3.296  0.000
C: 4.239 -3.663 4.701  0.001
N: 3.006 -3.025 4.242  0.004
N: 2.742 -2.833 2.906  0.008
C: 1.733 -1.921 2.795  0.012
O: 1.282 -1.598 1.644  0.097
C: 1.387 -1.516 4.095  0.004
C: 2.211 -2.210 4.955  -0.001
C: 2.356 -2.095 6.431  0.000
C: 3.138 -3.785 1.911  0.001
C: 3.050 -5.142 2.185  0.000
C: 3.449 -6.053 1.219  0.000
C: 3.906 -5.606 -0.015  0.000
C: 3.962 -4.245 -0.283  0.000
C: 3.587 -3.324 0.684  0.000
H: 4.814 -3.978 3.837  0.000
H: 4.009 -4.534 5.311  0.000
H: 4.828 -2.954 5.279  0.000
H: 0.592 -0.838 4.354  0.000
H: 1.453 -1.665 6.859  0.000
H: 3.193 -1.439 6.682  0.000
H: 2.539 -3.063 6.896  0.000
H: 2.660 -5.484 3.136  0.000
H: 3.398 -7.112 1.429  0.000
H: 4.217 -6.318 -0.766  0.000
H: 4.312 -3.896 -1.245  0.000
H: 3.638 -2.261 0.493  0.000
C: 3.737 2.301 1.701  0.001
C: 2.698 2.689 2.750  0.008
C: 2.892 1.823 3.992  0.001
C: 2.843 4.169 3.104  0.001
Sb: 0.715 2.205 1.936  0.016
C: 0.705 2.996 -0.127  0.008
C: -0.709 2.868 -0.691  0.006
C: 1.178 4.443 -0.224  0.001
C: 1.608 2.075 -0.951  0.015
C: -0.794 3.267 3.128  0.000
C: -0.924 2.451 4.414  0.000
C: -0.405 4.711 3.437  0.000
C: -2.121 3.270 2.373  -0.001
H: 4.732 2.390 2.152  0.000
H: 3.718 2.967 0.840  0.000
H: 3.623 1.270 1.358  0.000
H: 3.854 2.077 4.452  0.000
H: 2.907 0.761 3.744  0.000
H: 2.118 1.991 4.743  0.000
H: 3.911 4.400 3.179  0.000
H: 2.398 4.401 4.069  0.000
H: 2.421 4.841 2.358  0.000
H: -1.417 3.527 -0.201  0.000
H: -1.107 1.848 -0.632  0.005
H: -0.691 3.138 -1.753  0.000
H: 0.510 5.122 0.309  0.000
H: 1.189 4.756 -1.273  0.001
H: 2.188 4.579 0.164  0.000
H: 1.296 1.021 -0.909  0.009
H: 2.651 2.114 -0.659  0.000
H: 1.547 2.365 -2.006  0.001
H: 0.018 2.392 4.962  0.000
H: -1.280 1.436 4.221  0.000
H: -1.652 2.936 5.074  0.000
H: 0.373 4.778 4.194  0.000
H: -1.286 5.228 3.831  0.000
H: -0.078 5.260 2.554  0.000
H: -2.399 2.293 1.972  0.000
H: -2.116 3.993 1.561  0.000
H: -2.910 3.578 3.068  0.000

=====

Record 4
Formula: C41H58Br2F3O29
Source: the Open Molecules 2025 dataset
Level of theory: ωB97M-V/def2-TZVPD

Values from the calculation:
Charge: -1
Total energy (Ha): -9226.96246
LUMO (eV): 1.537
E_HOMO (eV): -5.0628
Max |F| (eV Å⁻¹): 0.50

Last column: Löwdin charge in e.
Geometry (Å):
O: -0.779 -1.531 1.209  -0.082
C: -1.418 -0.890 0.351  -0.740
O: -2.600 -1.082 -0.052  -0.095
C: -0.699 0.317 -0.323  -0.120
C: -1.135 1.663 0.271  -0.195
C: -0.494 2.101 1.579  -0.792
F: -0.535 3.476 1.673  -0.037
Br: -1.510 1.388 3.071  0.885
C: 0.990 1.756 1.826  -0.951
F: 1.390 2.370 2.963  0.003
F: 1.209 0.465 1.984  0.068
Br: 2.121 2.444 0.415  0.891
H: -1.051 0.317 -1.357  0.100
H: 0.382 0.180 -0.345  0.082
H: -2.207 1.562 0.459  0.104
H: -1.023 2.486 -0.439  0.094
C: 4.676 3.781 3.722  -0.012
C: 5.830 3.230 2.924  -0.322
C: 6.717 4.257 2.253  -0.095
O: 7.187 3.546 1.100  0.051
C: 6.242 2.619 0.777  -0.569
O: 6.218 2.017 -0.245  0.163
O: 5.353 2.497 1.783  0.056
H: 5.047 4.376 4.558  0.090
H: 4.042 4.404 3.091  0.093
H: 4.058 2.975 4.115  0.088
H: 6.430 2.543 3.529  0.156
H: 7.560 4.576 2.863  0.134
H: 6.153 5.129 1.914  0.120
C: -1.017 -2.884 -4.203  -0.001
C: -1.440 -1.453 -4.386  -0.306
C: -2.508 -1.230 -5.427  -0.089
O: -2.237 0.101 -5.878  0.059
C: -0.910 0.327 -5.691  -0.565
O: -0.321 1.254 -6.147  0.153
O: -0.369 -0.639 -4.920  0.095
H: -1.870 -3.469 -3.852  0.093
H: -0.647 -3.306 -5.143  0.069
H: -0.223 -2.960 -3.462  0.096
H: -1.740 -1.021 -3.428  0.153
H: -3.503 -1.301 -4.997  0.115
H: -2.416 -1.912 -6.277  0.142
C: -1.878 -8.355 -4.803  -0.017
C: -2.113 -6.920 -5.181  -0.308
C: -3.071 -6.656 -6.322  -0.083
O: -2.560 -5.425 -6.863  0.061
C: -1.238 -5.377 -6.594  -0.596
O: -0.484 -4.585 -7.071  0.139
O: -0.898 -6.329 -5.708  0.087
H: -2.796 -8.815 -4.442  0.095
H: -1.503 -8.918 -5.661  0.092
H: -1.135 -8.406 -4.012  0.062
H: -2.409 -6.339 -4.304  0.158
H: -4.098 -6.519 -6.007  0.125
H: -3.007 -7.429 -7.093  0.136
C: -2.671 -2.314 3.491  -0.032
C: -2.166 -2.112 4.891  -0.318
C: -1.513 -3.323 5.518  -0.087
O: -1.766 -3.123 6.921  0.052
C: -2.892 -2.381 7.031  -0.588
O: -3.483 -2.206 8.054  0.134
O: -3.247 -1.877 5.838  0.080
H: -1.846 -2.520 2.805  0.071
H: -3.390 -3.137 3.460  0.091
H: -3.171 -1.420 3.122  0.074
H: -1.499 -1.246 4.933  0.136
H: -0.444 -3.389 5.339  0.137
H: -1.999 -4.250 5.207  0.135
C: 3.344 5.885 -3.147  -0.021
C: 1.848 5.789 -3.271  -0.327
C: 1.072 6.379 -2.109  -0.093
O: -0.121 5.589 -2.109  0.058
C: 0.185 4.379 -2.646  -0.563
O: -0.519 3.427 -2.596  0.164
O: 1.404 4.423 -3.230  0.086
H: 3.648 6.933 -3.124  0.087
H: 3.681 5.404 -2.228  0.084
H: 3.840 5.395 -3.984  0.087
H: 1.505 6.214 -4.220  0.155
H: 0.821 7.429 -2.230  0.134
H: 1.595 6.230 -1.160  0.134
C: -8.082 -1.998 -2.063  -0.024
C: -6.715 -2.466 -2.485  -0.310
C: -6.266 -2.023 -3.863  -0.089
O: -5.394 -3.094 -4.250  0.051
C: -5.799 -4.210 -3.605  -0.567
O: -5.420 -5.312 -3.854  0.151
O: -6.688 -3.903 -2.644  0.090
H: -8.096 -0.910 -1.996  0.092
H: -8.837 -2.323 -2.780  0.088
H: -8.343 -2.408 -1.089  0.088
H: -5.964 -2.205 -1.736  0.167
H: -5.720 -1.083 -3.864  0.136
H: -7.094 -1.973 -4.575  0.138
C: 7.672 9.289 2.158  -0.022
C: 7.172 8.506 0.974  -0.326
C: 6.592 9.330 -0.160  -0.092
O: 5.629 8.435 -0.725  0.062
C: 5.222 7.590 0.254  -0.559
O: 4.289 6.862 0.179  0.169
O: 6.031 7.703 1.334  0.069
H: 8.503 9.928 1.860  0.091
H: 6.874 9.908 2.570  0.092
H: 8.016 8.619 2.945  0.087
H: 7.945 7.829 0.601  0.160
H: 7.318 9.619 -0.915  0.138
H: 6.071 10.216 0.211  0.139
C: -3.549 4.408 7.821  -0.026
C: -2.436 4.139 6.844  -0.326
C: -1.788 2.774 6.949  -0.094
O: -0.454 3.039 6.495  0.056
C: -0.175 4.333 6.760  -0.567
O: 0.906 4.825 6.712  0.156
O: -1.306 4.998 7.101  0.077
H: -4.374 3.718 7.645  0.092
H: -3.194 4.287 8.845  0.089
H: -3.919 5.427 7.711  0.084
H: -2.765 4.325 5.818  0.159
H: -2.260 2.023 6.321  0.123
H: -1.732 2.418 7.980  0.140
C: 1.868 -10.412 0.988  -0.025
C: 1.414 -10.038 -0.397  -0.327
C: 1.358 -8.550 -0.691  -0.085
O: 0.311 -8.478 -1.664  0.062
C: -0.525 -9.521 -1.456  -0.561
O: -1.599 -9.624 -1.953  0.160
O: 0.037 -10.412 -0.607  0.084
H: 2.894 -10.080 1.148  0.091
H: 1.223 -9.950 1.737  0.092
H: 1.825 -11.491 1.129  0.085
H: 2.011 -10.554 -1.155  0.156
H: 2.275 -8.141 -1.103  0.140
H: 1.058 -7.971 0.186  0.143